1.
ORCA calculation (wB97M-V/def2-TZVPD) on C20H21As2CdF3NO12S2 as an isolated structure in a non-equilibrium geometry.

The geometry in ORCA input format:
```
! wB97M-V def2-TZVPD RIJCOSX def2/J DEFGRID3
* xyz -1 1
Cd 0.33628 -2.52109 -0.76982
F -1.73642 -8.24009 0.70578
C -1.71552 -7.02099 0.11398
F -2.42392 -6.22579 0.92468
F -2.44412 -7.17499 -1.00812
C -0.31692 -6.54279 -0.14262
C 0.77058 -7.30469 0.23598
C 2.04838 -6.81889 -0.00422
C 2.17278 -5.57239 -0.59552
N 1.14698 -4.82319 -0.95112
C -0.10822 -5.26719 -0.72032
S -1.37432 -4.22389 -1.15232
H 0.62168 -8.26069 0.71698
H 2.92288 -7.38199 0.27558
H 3.15288 -5.15669 -0.79482
O 0.89018 -1.33739 2.94998
S 0.69478 -1.70889 1.59158
O 1.48068 -0.96439 0.60178
O -0.80932 -1.43649 1.19598
O 0.83618 -3.13989 1.31848
C 3.41958 1.62931 1.00138
O 2.13388 1.69531 0.40798
C 1.11208 1.42171 1.22058
O 1.22088 1.27041 2.40738
C -0.23582 1.51441 0.51858
C -0.02542 1.35321 -0.94832
As 0.69218 2.94321 -1.74122
C -0.94792 3.26471 -2.88542
C 0.06758 3.86141 -0.10502
C -0.50242 2.98961 0.75758
As -1.33582 0.22081 1.64168
C -2.93062 0.16101 0.43808
C -1.29912 3.53311 1.87488
O -1.80762 4.63311 1.84208
O -1.50042 2.66701 2.87058
C -2.31002 3.10061 3.95468
C 0.46338 5.20561 0.37418
O 1.06388 5.31931 1.41558
O 0.29978 6.30841 -0.37672
C -0.31282 6.21991 -1.63952
C -0.06192 0.24241 -1.70212
O -0.61722 -0.88879 -1.48222
O 0.48338 0.42581 -3.01872
C 1.73568 -0.19329 -3.17602
H 4.12948 1.82661 0.19958
H 3.57148 0.63231 1.41728
H 3.50538 2.37891 1.79218
H -0.82562 4.03641 -3.64632
H -1.81152 3.49431 -2.26322
H -1.12602 2.31651 -3.38642
H -2.67152 0.43911 -0.58222
H -3.73452 0.79941 0.80978
H -3.27002 -0.87469 0.43378
H -2.51072 2.20791 4.54348
H -3.23412 3.54681 3.57858
H -1.76842 3.83961 4.54808
H -0.44672 7.24841 -1.97252
H -1.28232 5.71931 -1.57842
H 0.33898 5.68641 -2.34492
H 1.93548 -0.23979 -4.24792
H 1.72548 -1.22059 -2.76492
H 2.52488 0.38721 -2.67772
*
```

Summary:
E_tot: -7467.703238 Eh
ΔE to the lowest compared entry with this formula, charge and spin: 0.0 kcal per mole
HOMO-LUMO gap: 7.281 eV
E_HOMO: -0.1862 Eh
LUMO level: 2.21 eV

2.
ORCA calculation (wB97M-V/def2-TZVPD) on a 2-piece molecular cluster, C24H30ClN3O5 overall in a non-equilibrium geometry.

The geometry in ORCA input format:
```
! wB97M-V def2-TZVPD RIJCOSX def2/J DEFGRID3
* xyz 0 1
O 2.19753 -5.64677 -1.18867
C 2.25949 -4.49901 -0.77466
O 2.93593 -4.16602 0.35785
C 1.52089 -3.39801 -1.59244
C 0.08742 -3.30736 -1.09160
C -0.19588 -3.10341 0.27027
C -1.51848 -3.10168 0.72825
C -2.57677 -3.26616 -0.16889
Cl -4.22476 -3.29465 0.40302
C -2.30571 -3.42228 -1.52938
C -0.98433 -3.45057 -1.98834
N 2.16335 -2.04540 -1.59481
C 1.45633 -0.92398 -2.26018
C 2.18999 0.39537 -1.97050
O 3.58289 0.39222 -2.34415
C 4.14733 -0.89823 -2.64202
C 3.64889 -1.99533 -1.68749
H 3.29626 -5.00077 0.69198
H 1.50871 -3.74623 -2.63029
H 0.61821 -2.96252 0.97693
H -1.73001 -2.97816 1.78550
H -3.13031 -3.54384 -2.22504
H -0.79400 -3.60021 -3.04715
H 1.41417 -1.09271 -3.34139
H 0.42721 -0.83800 -1.89914
H 1.68198 1.20860 -2.49708
H 2.12489 0.60082 -0.89759
H 3.89468 -1.17371 -3.67095
H 5.23783 -0.83550 -2.57668
H 4.05203 -2.95221 -2.03438
H 4.05720 -1.80722 -0.68875
C 0.32018 6.01113 0.23670
N 0.50314 4.56536 0.33523
C -0.25451 3.76521 1.09537
O -1.20876 4.18508 1.74801
C 0.11246 2.27220 1.10182
C -0.65243 1.46665 0.03922
C -2.15576 1.36077 0.23362
C -3.01869 2.31685 -0.33562
C -4.41107 2.19467 -0.17898
C -4.94647 1.11832 0.54968
C -4.08818 0.16732 1.12718
C -2.69649 0.28753 0.96685
N -0.09392 1.67914 2.42450
C 0.84063 1.65687 3.37163
C 0.42571 1.11553 4.71887
O 1.99005 2.03574 3.18748
H 0.36631 6.45369 1.23404
H -0.65686 6.23247 -0.19629
H 1.10142 6.44910 -0.38560
H 1.28699 4.15329 -0.14591
H 1.17352 2.19953 0.85655
H -0.45698 1.91069 -0.93771
H -0.23972 0.45698 0.01990
H -2.61372 3.15342 -0.88661
H -5.06968 2.93426 -0.61179
H -6.01669 1.02620 0.67114
H -4.49927 -0.65675 1.69277
H -2.04067 -0.44817 1.40611
H -1.03611 1.42317 2.67294
H -0.02871 0.13540 4.59222
H -0.28726 1.80101 5.17314
H 1.30855 1.03032 5.35132
*
```

Summary:
E_tot: -1933.225762 Eh
HOMO-LUMO gap: 9.108 eV
E_HOMO: -0.3170 Eh
LUMO level: 0.48 eV

3.
ORCA calculation (wB97M-V/def2-TZVPD) on a 2-piece molecular cluster, C3H5N2O overall in a non-equilibrium geometry.

The geometry in ORCA input format:
```
! wB97M-V def2-TZVPD RIJCOSX def2/J DEFGRID3
* xyz 1 1
C -1.35837 3.30183 -0.24743
C 0.65686 -0.77414 -0.29215
C -0.63377 -0.26905 0.45360
N 0.91600 1.63068 -0.19652
N 0.48319 0.55037 0.11061
O -2.05409 4.19517 -0.23891
H -1.47934 0.28933 0.06156
H 1.33397 -1.42878 0.23912
H 0.76601 -0.74721 -1.36259
H -0.73237 -0.71620 1.39530
H 0.40606 2.53133 0.05810
*
```

Summary:
E_tot: -301.645227 Eh
ΔE to the lowest compared entry with this formula, charge and spin: 115.5 kcal per mole
HOMO-LUMO gap: 10.396 eV
E_HOMO: -0.5956 Eh
LUMO level: -5.81 eV

> Look up the E_HOMO of the third one.

-0.5956 Eh

> Which of these has the lowest LUMO level?

C3H5N2O

> LUMO level of number 3 (C3H5N2O)?

-5.81 eV

> Which of these has the lowest HOMO-LUMO gap?

C20H21As2CdF3NO12S2